Molecular formula: C2H4OS
Method: DFT, ωB97M-V with the def2-TZVPD basis set

**Orbital gap (alpha / beta)**: 0.25573 / 0.25385 Ha
**M**: 76.12 g/mol
**Highest occupied orbital energy (alpha / beta)**: -8.3355 / -8.2660 eV
**Total charge**: 0

Positions of all 8 atoms, in Å:
S (3.1783, 1.0759, -0.8148)
O (-0.1792, 0.6065, -0.3099)
C (0.8176, 0.8142, 0.3798)
C (-1.0010, -0.5604, -0.0896)
H (-0.5323, -1.3445, 0.4630)
H (0.8920, 0.2638, 1.3324)
H (-1.1950, -0.8148, -1.1546)
H (-1.9805, -0.0406, 0.1938)

Atomic partial charges in e from the natural (NBO) method, atoms 1 to 2: S -0.31; O -0.44


Molecular formula: C2H4OS2
Method: DFT, ωB97M-V with the def2-TZVPD basis set

**Orbital gap**: 0.29964 Ha
**SMILES string**: OCC(=S)S
**M**: 108.19 g/mol
**Highest occupied orbital energy**: -8.6623 eV
**Total charge**: 0

Positions of all 9 atoms, in Å:
S (2.3443, 0.1065, -0.1364)
S (-0.2280, 1.7911, -0.0556)
O (-1.5455, -0.4697, -0.1408)
C (-0.2507, -0.7237, 0.1974)
C (0.6407, 0.2901, 0.1482)
H (0.9018, 2.5186, 0.2139)
H (-1.7251, -0.9054, -1.2223)
H (0.0472, -1.6805, -0.3933)
H (-0.1847, -0.9270, 1.3889)

Atomic partial charges in e from the natural (NBO) method, atoms 1 to 2: S -0.10; S 0.13


Molecular formula: C2H4OS2
Method: DFT, ωB97M-V with the def2-TZVPD basis set

**Orbital gap (alpha / beta)**: 0.30794 / 0.22988 Ha
**M**: 108.19 g/mol
**Highest occupied orbital energy (alpha / beta)**: -8.5129 / -7.4988 eV
**Total charge**: 0

Positions of all 9 atoms, in Å:
S (4.1838, 0.5369, 0.0915)
S (2.4426, -0.6357, -0.2041)
O (5.3841, -0.3521, -0.2193)
C (1.0662, 0.3588, -0.0413)
C (-0.2554, -0.2945, 0.0770)
H (-0.7764, 0.1366, -0.8408)
H (-0.3086, -1.4242, -0.0137)
H (-0.6922, -0.0304, 0.9536)
H (1.3658, 1.4536, 0.0438)

Atomic partial charges in e from the natural (NBO) method, atoms 1 to 2: S 0.75; S 0.22


Molecular formula: C2H4OS2
Method: DFT, ωB97M-V with the def2-TZVPD basis set

**Orbital gap**: 0.37376 Ha
**M**: 108.19 g/mol
**Highest occupied orbital energy**: -9.7756 eV
**Total charge**: 0

Positions of all 9 atoms, in Å:
S (-1.0019, -0.0966, 0.3626)
S (-2.9225, -0.7303, -0.3443)
O (-0.9769, 1.3476, 0.4803)
C (2.1823, -0.4631, -0.0560)
C (2.2755, 0.7248, -0.1554)
H (2.3218, 1.7675, -0.2538)
H (-0.5195, -0.3640, -0.9419)
H (-3.5071, -0.6791, 0.8532)
H (2.1481, -1.5069, 0.0552)

Atomic partial charges in e from the natural (NBO) method, atoms 1 to 2: S 1.02; S -0.24


Molecular formula: C2H4OS3
Method: DFT, ωB97M-V with the def2-TZVPD basis set

**Orbital gap**: 0.30653 Ha
**SMILES string**: OCSC1SS1
**M**: 140.25 g/mol
**Highest occupied orbital energy**: -8.0697 eV
**Total charge**: 0

Positions of all 10 atoms, in Å:
S (0.0497, 1.3063, -0.5700)
S (2.8507, 0.1004, -0.7150)
S (1.8896, -0.3865, -2.4594)
O (-0.6701, -0.5819, 1.3444)
C (-1.2872, 0.3458, 0.5429)
C (1.0323, -0.0925, -0.9537)
H (-1.7897, -0.2827, -0.1508)
H (0.5885, -1.0874, -0.4369)
H (-2.0486, 1.1340, 1.0648)
H (-0.6152, -0.4554, 2.3337)

Atomic partial charges in e from the natural (NBO) method, atoms 1 to 2: S 0.18; S 0.07


Molecular formula: C2H4OSc
Method: DFT, ωB97M-V with the def2-TZVPD basis set

**Orbital gap (alpha / beta)**: 0.24401 / 0.24397 Ha
**M**: 89.01 g/mol
**Highest occupied orbital energy (alpha / beta)**: -12.7206 / -12.7242 eV
**Total charge**: +1

Positions of all 8 atoms, in Å:
Sc (-0.6234, -0.7187, -2.1142)
O (0.3351, -1.2525, 0.9522)
C (-0.0061, 0.7990, -0.2082)
C (0.2800, 0.0110, 0.9288)
H (0.2227, 0.5207, 1.9146)
H (-0.8974, 1.4322, -0.1133)
H (-0.1757, -1.9945, -0.6194)
H (0.8649, 1.2027, -0.7404)

Atomic partial charges in e from the natural (NBO) method, atoms 1 to 2: Sc 1.57; O -0.53


Molecular formula: C2H4P2S3
Method: DFT, ωB97M-V with the def2-TZVPD basis set

**Orbital gap**: 0.30773 Ha
**M**: 186.20 g/mol
**Highest occupied orbital energy**: -8.3582 eV
**Total charge**: 0

Positions of all 11 atoms, in Å:
S (-1.2721, -1.4318, 1.4814)
S (3.0232, -1.0226, -0.2728)
S (2.8520, 0.7077, 0.9632)
P (0.7855, 1.0220, 0.8087)
P (1.0194, -1.4078, -0.7204)
C (0.5519, 0.6584, -0.9570)
C (0.3914, -0.8039, 1.1034)
H (-0.4682, 0.6984, -1.2285)
H (1.2519, -1.0944, 1.7520)
H (1.1838, 1.1689, -1.5963)
H (-1.0120, -2.1606, 2.6258)

Atomic partial charges in e from the natural (NBO) method, atoms 1 to 2: S -0.01; S -0.21


Molecular formula: C2H4S2
Method: DFT, ωB97M-V with the def2-TZVPD basis set

**Orbital gap**: 0.30206 Ha
**SMILES string**: CC(=S)S
**M**: 92.19 g/mol
**Highest occupied orbital energy**: -8.6192 eV
**Total charge**: 0

Positions of all 8 atoms, in Å:
S (-1.6251, -0.8628, -0.0160)
S (-0.1963, 1.1219, 1.5627)
C (0.8095, 0.1099, -0.7378)
C (-0.2218, 0.0667, 0.3113)
H (0.4601, 0.7413, -1.5746)
H (-2.0176, -0.6097, 1.5721)
H (1.7535, 0.4169, -0.1159)
H (1.0378, -0.9840, -1.0018)

Atomic partial charges in e from the natural (NBO) method, atoms 1 to 2: S 0.08; S -0.01


Molecular formula: C2H4S3
Method: DFT, ωB97M-V with the def2-TZVPD basis set

**Orbital gap (alpha / beta)**: 0.28163 / 0.29528 Ha
**M**: 124.26 g/mol
**Highest occupied orbital energy (alpha / beta)**: -8.4581 / -8.1469 eV
**Total charge**: 0

Positions of all 9 atoms, in Å:
S (1.4764, -0.5976, -1.9691)
S (-1.5715, -1.1257, -1.7544)
S (-0.6622, -2.2335, -0.3061)
C (0.0675, -0.8285, -1.0713)
C (-0.3931, 1.2703, 1.4290)
H (-0.4346, 2.2676, 1.9507)
H (0.5671, 0.9947, 1.1405)
H (2.1820, -0.3577, -0.8408)
H (-1.2315, 0.6104, 1.4216)

Atomic partial charges in e from the natural (NBO) method, atoms 1 to 2: S 0.14; S 0.12


Molecular formula: C2H4S3
Method: DFT, ωB97M-V with the def2-TZVPD basis set

**Orbital gap**: 0.22786 Ha
**M**: 124.26 g/mol
**Highest occupied orbital energy**: -7.5161 eV
**Total charge**: 0

Positions of all 9 atoms, in Å:
S (-2.1362, -1.0481, -0.5988)
S (-1.2589, 1.8828, -0.3367)
S (-1.8390, -0.5751, 1.4168)
C (-1.0709, 0.1738, 0.0571)
C (1.6350, -0.6190, -0.3130)
H (2.1397, -0.1303, 0.5490)
H (-0.6438, 2.3465, 0.6465)
H (0.9877, -1.5874, -0.1659)
H (2.1864, -0.4432, -1.2550)

Atomic partial charges in e from the natural (NBO) method, atoms 1 to 2: S 0.16; S 0.10


Molecular formula: C2H4Si
Method: DFT, ωB97M-V with the def2-TZVPD basis set

**Orbital gap**: 0.29178 Ha
**M**: 56.14 g/mol
**Highest occupied orbital energy**: -9.0098 eV
**Total charge**: 0

Positions of all 7 atoms, in Å:
Si (-2.6256, -0.3082, -0.2568)
C (3.1171, -0.4056, -0.4451)
C (2.5095, -0.3461, 0.5830)
H (-2.0437, 0.0609, -1.7283)
H (2.0271, -0.6582, 1.5866)
H (3.7251, -0.4110, -1.3175)
H (-1.4586, -1.1899, -0.0501)

Atomic partial charges in e from the natural (NBO) method, atoms 1 to 2: Si 0.57; C -0.24


Molecular formula: C2H5B
Method: DFT, ωB97M-V with the def2-TZVPD basis set

**Orbital gap**: 0.37866 Ha
**M**: 39.87 g/mol
**Highest occupied orbital energy**: -10.3471 eV
**Total charge**: 0

Positions of all 8 atoms, in Å:
C (-0.0427, 0.8203, -0.9421)
C (-0.4419, 0.4742, 0.2567)
B (0.2331, -0.9934, 0.7915)
H (0.5760, 0.2024, -1.6361)
H (0.6392, -1.5350, 2.1050)
H (-0.9394, 1.1004, 0.8981)
H (0.4647, -1.8210, 0.0539)
H (-0.4890, 1.7521, -1.5270)

Atomic partial charges in e from the natural (NBO) method, atoms 1 to 2: C -0.32; C -0.52


Molecular formula: C2H5BO2
Method: DFT, ωB97M-V with the def2-TZVPD basis set

**Orbital gap**: 0.32961 Ha
**M**: 71.87 g/mol
**Highest occupied orbital energy**: -8.8568 eV
**Total charge**: 0

Positions of all 10 atoms, in Å:
O (2.0398, 0.0325, -0.2497)
O (0.9962, -0.4343, 1.8448)
C (-1.6634, 0.3666, -1.3999)
C (-1.2778, 0.2065, -0.1183)
B (0.9728, -0.2775, 0.4470)
H (-1.1363, -0.0599, -2.2656)
H (-1.7436, 0.5714, 0.8216)
H (2.8410, -0.2381, 0.1193)
H (-2.7197, 0.6793, -1.6063)
H (1.6909, -0.8465, 2.4072)

Atomic partial charges in e from the natural (NBO) method, atoms 1 to 2: O -0.91; O -0.97


Molecular formula: C2H5Br3NO
Method: DFT, ωB97M-V with the def2-TZVPD basis set

**Orbital gap**: 0.38694 Ha
**SMILES string**: [NH3+][C@@H](Br)C(O)(Br)Br
**M**: 298.78 g/mol
**Highest occupied orbital energy**: -14.6857 eV
**Total charge**: +1

Positions of all 12 atoms, in Å:
Br (-0.0829, -1.2393, 2.3118)
Br (2.0897, 1.3435, 2.5155)
Br (0.9244, 2.5510, -0.2993)
O (1.7943, -0.2437, 0.1185)
N (-0.6834, -0.1415, -0.1635)
C (-0.2398, 0.3539, 1.1784)
C (1.1184, 0.9873, 0.9609)
H (2.6750, -0.1065, 0.1567)
H (-1.4277, -0.9489, 0.0040)
H (0.2503, -0.5323, -0.3701)
H (-0.8477, 0.5773, -0.8780)
H (-0.9617, 1.0340, 1.5403)

Atomic partial charges in e from the natural (NBO) method, atoms 1 to 2: Br 0.14; Br 0.26


Molecular formula: C2H5BrN3
Method: DFT, ωB97M-V with the def2-TZVPD basis set

**Orbital gap**: 0.35938 Ha
**M**: 150.99 g/mol
**Highest occupied orbital energy**: -14.0653 eV
**Total charge**: +1

Positions of all 11 atoms, in Å:
Br (-3.1371, -0.0696, -0.0801)
N (-0.3322, -0.3759, 0.0648)
N (-0.9912, 2.0521, 0.3627)
N (-0.0053, 1.9637, -0.2817)
C (-1.3878, 0.2337, 0.6944)
C (0.6043, 0.7784, -0.5657)
H (-0.6186, -0.9855, -0.7760)
H (0.0791, -1.0859, 0.8655)
H (-1.2581, 0.3469, 1.7160)
H (0.7146, 0.6969, -1.6457)
H (1.5597, 0.8246, -0.1357)

Atomic partial charges in e from the natural (NBO) method, atoms 1 to 2: Br 0.16; N -0.63


Molecular formula: C2H5BrNO
Method: DFT, ωB97M-V with the def2-TZVPD basis set

**Orbital gap**: 0.18993 Ha
**M**: 138.97 g/mol
**Highest occupied orbital energy**: -13.5062 eV
**Total charge**: +1

Positions of all 10 atoms, in Å:
Br (1.1011, -0.9866, 3.6446)
O (-0.8762, -1.4326, 0.4549)
N (-0.9619, 0.7721, -2.1054)
C (-0.0763, -0.7545, 0.8898)
C (0.9714, -0.0928, 1.4359)
H (-1.7903, 0.2091, -2.1669)
H (1.9422, -0.3069, 1.1119)
H (-0.1579, 0.1732, -1.9557)
H (-1.0677, 1.4055, -2.9155)
H (0.9156, 1.0136, 1.6065)

Atomic partial charges in e from the natural (NBO) method, atoms 1 to 2: Br 0.20; O -0.20


Molecular formula: C2H5BrNO3PS
Method: DFT, ωB97M-V with the def2-TZVPD basis set

**Orbital gap**: 0.22778 Ha
**M**: 234.01 g/mol
**Highest occupied orbital energy**: -0.4800 eV
**Total charge**: -2

Positions of all 14 atoms, in Å:
Br (-1.4277, 1.9653, -1.7122)
S (-1.0858, 1.8622, 0.7228)
P (0.5588, 1.0446, 2.2993)
O (1.7682, 1.8978, 2.7203)
O (0.3418, -0.3077, 2.9805)
O (-0.9628, 1.9559, 2.5005)
N (0.2124, 0.9406, 0.5403)
C (0.4438, -2.2111, -1.0973)
C (0.0051, -1.9446, -2.3126)
H (0.8572, -3.2234, -0.8311)
H (0.1453, -2.6485, -3.2353)
H (-0.6846, 3.2533, 0.3320)
H (-0.4137, -1.0686, -2.6136)
H (0.2421, -1.5158, -0.2936)

Atomic partial charges in e from the natural (NBO) method, atoms 1 to 2: Br -0.71; S 1.03


Molecular formula: C2H5BrSe
Method: DFT, ωB97M-V with the def2-TZVPD basis set

**Orbital gap (alpha / beta)**: 0.30142 / 0.28469 Ha
**M**: 187.93 g/mol
**Highest occupied orbital energy (alpha / beta)**: -7.9985 / -7.6012 eV
**Total charge**: 0

Positions of all 9 atoms, in Å:
Br (-2.0725, 0.5815, 1.2070)
Se (0.8733, 0.4249, -1.9940)
C (-0.9412, -0.8510, 0.7803)
C (1.1349, 0.3186, -0.1746)
H (-0.5489, -1.3688, 1.6370)
H (-0.0663, 1.5282, -1.9466)
H (-1.2731, -1.4273, -0.0652)
H (1.0406, 1.2128, 0.4153)
H (1.8533, -0.4190, 0.1407)

Atomic partial charges in e from the natural (NBO) method, atoms 1 to 2: Br 0.03; Se 0.17


Molecular formula: C2H5BrSe
Method: DFT, ωB97M-V with the def2-TZVPD basis set

**Orbital gap**: 0.32706 Ha
**M**: 187.93 g/mol
**Highest occupied orbital energy**: -8.2907 eV
**Total charge**: 0

Positions of all 9 atoms, in Å:
Br (-0.2173, -1.1683, -2.4286)
Se (0.0203, 0.0883, 2.0500)
C (-0.7846, 0.0748, 0.3331)
C (0.7600, -0.4322, -0.9819)
H (0.3382, 1.5648, 2.4296)
H (1.0884, 0.6499, -0.8734)
H (1.5314, -1.0924, -0.6944)
H (-1.5219, -0.7042, 0.1670)
H (-1.2146, 1.0194, -0.0015)

Atomic partial charges in e from the natural (NBO) method, atoms 1 to 2: Br 0.03; Se 0.07


Molecular formula: C2H5Cl2N2P
Method: DFT, ωB97M-V with the def2-TZVPD basis set

**Orbital gap (alpha / beta)**: 0.29662 / 0.29659 Ha
**M**: 158.96 g/mol
**Highest occupied orbital energy (alpha / beta)**: -9.4521 / -9.4517 eV
**Total charge**: 0

Positions of all 12 atoms, in Å:
Cl (-2.4445, 1.1120, -1.0851)
Cl (-1.3608, -1.7874, 0.8676)
P (-0.2826, -0.2570, 0.3256)
N (-0.2388, 0.8343, 1.5526)
N (1.0724, -0.5115, -0.3844)
C (1.4569, -1.4748, -1.3284)
C (-0.7657, 2.0138, 1.6293)
H (-0.7811, 2.5428, 2.5038)
H (-1.3233, 2.6320, 0.9685)
H (2.2840, -1.0722, -1.9670)
H (0.6699, -1.6048, -2.1489)
H (1.7136, -2.4274, -0.9335)

Atomic partial charges in e from the natural (NBO) method, atoms 1 to 2: Cl -0.68; Cl -0.16


What are the ΔE to the lowest compared entry with this formula, charge and spin values for these records? In order: 601.07; 240.01; 255.82; 308.44; 198.07; 148.36; 33.02; 130.44; 429.50; 485.87; 266.92; 144.31; 321.29; 131.41; 323.50; 271.90; 231.40; 296.99; 224.34; 68.02 kJ/mol.